[1]
Formula: C9H14O
Source: the Open Molecules 2025 dataset
Level of theory: wB97M-V/def2-TZVPD

SMILES string   Cc1ccc(O)cc1.CC
DFT total energy   -11605.03640 eV

Each line ends with the Löwdin charge.
Positions of all 24 atoms, in Å:
C: 1.683 3.059 1.666  -0.16
C: 2.467 2.349 0.427  -0.17
H: 1.162 3.931 1.110  0.09
H: 0.983 2.354 2.040  0.01
H: 2.468 3.203 2.479  0.07
H: 1.770 1.654 -0.078  0.04
H: 3.397 1.916 0.759  0.03
H: 2.841 3.213 -0.246  0.08
C: -2.655 0.444 -0.971  -0.07
C: -1.813 -1.857 -1.448  -0.07
C: -1.672 -0.668 -0.756  -0.33
C: -1.020 -3.001 -1.175  0.06
C: -0.697 -0.578 0.245  -0.04
C: 0.093 -2.769 -0.132  -0.31
C: 0.368 -1.548 0.472  -0.01
O: 0.952 -3.729 0.073  0.07
H: -2.605 -1.988 -2.125  0.09
H: -1.099 -3.806 -1.837  0.08
H: -2.467 0.772 -2.065  0.11
H: -2.561 1.351 -0.281  0.09
H: -0.637 0.504 0.761  0.13
H: 1.200 -1.305 1.004  0.07
H: 1.480 -3.779 0.844  0.10
H: -3.641 0.278 -0.765  0.03

=====

[2]
Formula: C33H33FInN2O3Te
Source: the Open Molecules 2025 dataset
Level of theory: wB97M-V/def2-TZVPD

Total charge   +1
DFT total energy   -59058.89860 eV

Each line ends with the Löwdin charge.
Positions of all 74 atoms, in Å:
In: 1.981 0.533 0.013  1.06
C: -4.464 0.982 -2.617  -0.04
C: -3.110 1.199 -2.004  -0.24
C: -2.879 2.225 -1.098  0.05
C: -1.621 2.466 -0.549  -0.07
C: -1.427 3.623 0.392  -0.29
O: -1.960 4.684 0.168  0.14
C: -0.583 3.414 1.608  -0.14
C: -0.500 2.166 2.219  -0.04
C: 0.301 1.984 3.335  -0.08
C: 1.026 3.057 3.845  -0.07
C: 0.926 4.307 3.252  -0.05
C: 0.115 4.489 2.141  0.00
C: -0.539 1.697 -0.969  -0.29
O: 0.719 1.982 -0.559  -0.12
C: -0.771 0.639 -1.873  -0.14
C: -2.033 0.387 -2.368  0.04
C: 0.477 -0.138 -2.084  -0.20
N: 0.858 -1.050 -1.237  0.03
C: -0.125 -1.753 -0.381  -0.27
C: -0.736 -0.988 0.788  -0.54
Te: -1.804 -2.279 2.122  1.31
C: -3.357 -2.620 0.739  -0.57
C: -3.379 -3.780 -0.027  -0.15
C: -4.398 -3.983 -0.948  -0.08
C: -5.397 -3.033 -1.099  -0.08
C: -5.380 -1.878 -0.330  -0.09
C: -4.360 -1.667 0.587  -0.15
C: 1.450 0.353 -3.075  -0.18
C: 2.638 -0.350 -3.301  -0.02
C: 3.550 0.111 -4.230  -0.05
C: 3.283 1.271 -4.947  -0.04
C: 2.099 1.966 -4.740  -0.04
C: 1.181 1.510 -3.811  0.01
H: -5.230 1.550 -2.092  0.08
H: -4.739 -0.072 -2.599  0.07
H: -4.466 1.305 -3.660  0.09
H: -3.693 2.874 -0.799  0.13
H: -1.103 1.347 1.842  0.10
H: 0.339 1.017 3.822  0.10
H: 1.648 2.923 4.721  0.11
H: 1.476 5.144 3.660  0.11
H: 0.026 5.457 1.667  0.13
H: -2.189 -0.434 -3.059  0.14
H: 0.404 -2.624 0.008  0.09
H: -0.930 -2.127 -1.019  0.12
H: -1.431 -0.221 0.461  0.04
H: 0.027 -0.542 1.430  0.00
H: -2.607 -4.529 0.098  0.09
H: -4.414 -4.887 -1.541  0.11
H: -6.196 -3.198 -1.810  0.11
H: -6.170 -1.145 -0.430  0.11
H: -4.356 -0.770 1.194  0.10
H: 2.825 -1.265 -2.755  0.11
H: 4.464 -0.438 -4.405  0.11
H: 3.998 1.631 -5.674  0.12
H: 1.892 2.867 -5.302  0.12
H: 0.262 2.056 -3.650  0.13
C: 4.471 -2.807 3.531  0.00
N: 3.533 -1.736 3.177  -0.10
C: 2.875 -0.984 4.249  0.01
C: 3.201 -1.467 1.934  -0.42
C: 3.853 -2.141 0.774  0.04
O: 2.294 -0.590 1.743  -0.08
H: 4.491 -2.896 4.612  0.09
H: 5.477 -2.577 3.185  0.11
H: 4.147 -3.760 3.118  0.10
H: 3.372 -1.207 5.187  0.10
H: 1.822 -1.259 4.321  0.10
H: 2.945 0.083 4.048  0.10
H: 4.480 -2.980 1.051  0.08
H: 4.455 -1.391 0.255  0.10
H: 3.077 -2.473 0.082  0.09
F: 3.888 0.739 -0.338  -0.36

=====

[3]
Formula: C5H5NO
Source: the Open Molecules 2025 dataset
Level of theory: wB97M-V/def2-TZVPD

DFT total energy   -8801.26318 eV

Each line ends with the Löwdin charge.
Positions of all 12 atoms, in Å:
C: -0.865 0.230 0.716  0.08
C: 0.392 0.042 0.266  -0.19
C: -1.472 -0.070 -0.566  -0.29
C: 0.049 -0.199 -1.146  -0.28
C: 1.691 -0.091 0.979  -0.01
N: -2.664 0.003 -0.979  0.15
O: 0.535 -0.230 -2.226  0.14
H: -1.202 0.618 1.634  0.12
H: 1.551 -0.500 1.907  0.05
H: 2.232 0.880 1.107  0.10
H: 2.335 -0.630 0.271  0.09
H: -2.581 -0.054 -1.964  0.04

=====

[4]
Formula: C2H7N3S
Source: the Open Molecules 2025 dataset
Level of theory: wB97M-V/def2-TZVPD

SMILES string   CN/N=C\NS
DFT total energy   -17488.01428 eV

Each line ends with the Löwdin charge.
Positions of all 13 atoms, in Å:
C: -0.402 2.132 -0.730  -0.16
C: 0.819 -1.126 -0.357  -0.34
H: 0.247 3.149 -1.245  0.13
H: -1.369 2.559 -0.285  0.03
H: -1.145 1.579 -1.574  0.11
H: 1.068 1.191 0.943  0.15
H: 1.041 -2.177 -0.941  0.14
H: -0.907 -0.581 0.713  0.12
H: 0.031 -3.291 2.224  -0.21
N: 0.250 1.014 0.221  -0.17
N: 0.984 0.067 -0.734  -0.05
N: -0.141 -1.383 0.721  -0.43
S: -0.475 -3.133 1.045  0.69

=====

[5]
Formula: C4H8NO
Source: the Open Molecules 2025 dataset
Level of theory: wB97M-V/def2-TZVPD

SMILES string   COC1=[N+](C)C1
Total charge   +1
DFT total energy   -7804.94364 eV

Each line ends with the Löwdin charge.
Positions of all 14 atoms, in Å:
C: -0.188 0.069 -0.189  -0.20
C: 0.574 1.328 -0.296  0.08
C: 2.187 -0.858 0.081  -0.01
C: -2.605 -0.195 0.108  0.03
N: 1.070 -0.010 -0.047  -0.01
O: -1.197 -0.681 0.127  0.03
H: 0.706 1.921 -1.224  0.14
H: 0.589 1.919 0.637  0.13
H: 2.127 -1.900 -0.465  0.15
H: 2.388 -1.058 1.158  0.10
H: 3.125 -0.215 -0.342  0.16
H: -3.233 -0.989 -0.486  0.14
H: -2.613 0.898 -0.293  0.13
H: -2.931 -0.229 1.232  0.13

=====

[6]
Formula: C11H13N2O4
Source: the Open Molecules 2025 dataset
Level of theory: wB97M-V/def2-TZVPD

Total charge   +1
DFT total energy   -22778.87965 eV

Each line ends with the Löwdin charge.
Positions of all 30 atoms, in Å:
N: -0.707 -1.952 1.809  0.12
C: -0.527 -1.947 0.414  -0.23
C: -1.120 -2.915 -0.405  0.00
C: -0.935 -2.896 -1.777  -0.03
C: -0.139 -1.938 -2.411  0.02
C: 0.427 -0.980 -1.610  -0.08
C: 0.243 -0.985 -0.226  -0.05
C: 0.967 0.183 0.304  -0.33
O: 1.358 0.407 1.441  0.06
N: 1.182 1.050 -0.772  0.05
C: 0.490 2.339 -0.885  -0.05
C: -0.818 2.332 -0.097  -0.35
C: -1.948 1.638 -0.765  0.00
O: -1.805 3.133 -0.606  -0.04
C: 1.286 0.201 -1.936  -0.33
O: 1.952 0.435 -2.893  0.19
H: -1.697 -1.999 2.022  0.10
H: -0.363 -1.077 2.183  0.07
H: -1.753 -3.668 0.045  0.12
H: -1.423 -3.656 -2.370  0.12
H: 0.032 -1.934 -3.477  0.13
H: 0.158 2.504 -1.906  0.14
H: 1.085 3.167 -0.502  0.13
H: -0.753 2.226 0.985  0.14
H: -2.875 1.461 -0.239  0.11
H: -1.946 1.559 -1.844  0.12
O: 2.557 0.668 3.905  0.33
H: 1.906 0.554 4.622  0.19
H: 3.034 1.516 3.985  0.20
H: 2.133 0.573 3.006  0.12

=====

[7]
Formula: C4H12
Source: the Open Molecules 2025 dataset
Level of theory: wB97M-V/def2-TZVPD

SMILES string   CC.CC
DFT total energy   -4342.15558 eV

Each line ends with the Löwdin charge.
Positions of all 16 atoms, in Å:
C: 0.057 -0.113 -1.853  -0.16
C: -0.939 1.072 -1.744  -0.17
H: 0.868 0.100 -1.165  0.05
H: -0.484 -1.019 -1.627  0.05
H: 0.544 -0.139 -2.820  0.06
H: -1.329 1.353 -2.727  0.06
H: -0.463 1.948 -1.298  0.05
H: -1.783 0.821 -1.095  0.06
C: 0.652 0.242 1.867  -0.17
C: 0.235 -1.214 1.706  -0.16
H: 0.326 0.676 2.810  0.06
H: 1.736 0.409 1.815  0.07
H: 0.313 0.852 1.035  0.04
H: -0.448 -1.317 0.869  0.04
H: -0.475 -1.450 2.513  0.06
H: 1.003 -1.977 1.685  0.06

=====

[8]
Formula: C6H7FS
Source: the Open Molecules 2025 dataset
Level of theory: wB97M-V/def2-TZVPD

SMILES string   C/C=C1/CC(F)=CS1
DFT total energy   -19884.20666 eV

Each line ends with the Löwdin charge.
Positions of all 15 atoms, in Å:
C: 1.075 -2.550 -0.421  -0.10
C: 0.853 -0.997 -0.710  -0.17
C: -0.154 -0.188 -0.245  -0.66
C: 0.207 1.333 -0.143  -0.10
C: -1.037 2.061 0.568  -0.37
C: -1.935 1.301 0.977  -0.26
H: 0.197 -2.841 0.101  0.01
H: 1.263 -3.075 -1.321  0.04
H: 1.862 -2.656 0.556  0.14
H: 1.867 -0.617 -0.770  0.08
H: 1.293 1.497 0.268  0.15
H: -0.074 1.906 -1.154  0.16
H: -2.742 1.836 1.283  0.07
F: -1.059 3.465 0.540  0.02
S: -1.616 -0.476 0.471  0.99

=====

| no. | maximum force (eV/A) | HOMO-LUMO gap (eV) |
| --- | --- | --- |
| 1 | 6.91 | 8.944 |
| 2 | 0.45 | 7.054 |
| 3 | 3.98 | 9.369 |
| 4 | 4.28 | 9.439 |
| 5 | 4.19 | 11.274 |
| 6 | 2.96 | 7.581 |
| 7 | 1.74 | 12.810 |
| 8 | 7.79 | 8.844 |